This record from the OMol25 dataset describes a cluster of 13 separate species, C17H30Cl18N4 in total in a non-equilibrium geometry. The level of theory is ωB97M-V/def2-TZVPD.

Geometry as XYZ:
```
69
Properties=species:S:1:pos:R:3:forces:R:3:nbo_charge:R:1
C -15.628 -4.794 2.529 0.332 0.004 1.833 -0.375
Cl -14.208 -5.826 2.830 0.119 0.029 -0.246 -0.049
Cl -15.204 -3.057 2.652 -0.243 -0.524 0.053 -0.042
H -15.999 -4.973 1.556 -0.328 -0.213 -0.806 0.220
H -16.311 -5.105 3.344 0.102 0.688 -0.751 0.245
C -14.759 -7.575 8.568 0.879 -0.505 0.228 -0.388
Cl -16.442 -8.248 8.447 1.198 0.440 -0.193 -0.049
Cl -14.082 -6.772 7.129 -0.491 -0.410 -0.286 -0.042
H -14.726 -6.789 9.294 -0.553 0.181 0.551 0.237
H -14.011 -8.346 8.877 -1.058 0.285 -0.424 0.236
C -11.947 -6.670 11.495 0.403 -1.182 -0.004 -0.364
Cl -11.814 -5.814 9.916 -0.300 -0.527 0.655 -0.037
Cl -13.624 -7.354 11.876 1.459 0.518 -0.494 -0.060
H -11.165 -7.506 11.504 -1.518 1.084 -0.114 0.250
H -11.742 -5.951 12.276 -0.073 0.058 -0.019 0.223
C -18.982 -5.579 9.310 0.232 -1.450 -1.759 -0.472
Cl -18.823 -3.857 9.324 -0.245 0.665 -0.131 -0.005
Cl -19.087 -6.251 10.897 0.035 -0.467 1.026 -0.018
H -19.833 -5.963 8.735 -0.115 0.985 0.438 0.251
H -18.159 -6.071 8.756 0.092 0.678 0.627 0.233
C -15.036 -10.559 10.947 1.793 -0.068 -0.484 -0.416
Cl -14.769 -12.356 10.980 0.114 0.596 -0.092 -0.072
Cl -16.065 -10.099 12.275 -0.169 0.338 0.103 0.001
H -14.019 -10.027 11.006 -1.560 -0.963 0.081 0.252
H -15.495 -10.355 9.980 -0.115 0.077 0.331 0.231
C -15.013 -3.248 9.037 -0.080 -0.517 0.407 -0.396
Cl -15.925 -3.567 7.583 0.045 -0.293 -0.672 -0.009
Cl -15.423 -4.378 10.358 0.175 -0.174 -0.101 -0.043
H -13.937 -3.339 8.840 -0.492 0.289 0.145 0.227
H -15.388 -2.309 9.391 0.516 0.624 0.121 0.227
C -19.257 -4.935 5.505 -0.154 -0.686 0.451 -0.381
Cl -19.222 -3.613 4.337 0.217 -0.256 0.263 -0.010
Cl -17.854 -6.089 5.379 -0.472 1.460 0.124 -0.059
H -19.355 -4.577 6.529 0.699 0.346 -0.171 0.227
H -20.151 -5.522 5.370 -0.048 -0.292 -0.550 0.236
C -12.750 -12.004 8.032 -0.366 -1.539 -1.476 -0.370
Cl -14.018 -10.905 7.463 0.298 0.086 -0.058 -0.039
Cl -11.463 -12.371 6.810 -0.447 0.433 0.177 -0.063
H -12.236 -11.595 8.856 0.170 0.386 0.988 0.243
H -13.238 -12.976 8.179 0.279 0.583 0.379 0.229
C -18.673 -9.013 5.063 -0.640 -0.566 1.266 -0.441
Cl -17.363 -9.055 3.925 0.809 -0.117 -0.442 -0.018
Cl -20.135 -8.397 4.306 -0.491 0.172 -0.255 -0.035
H -18.916 -10.068 5.363 0.434 1.219 0.068 0.231
H -18.423 -8.291 5.885 -0.288 -1.324 -0.673 0.253
C -12.090 -3.927 5.572 -0.387 1.855 0.107 -0.735
C -11.066 -4.768 6.084 0.374 0.254 -0.065 0.317
N -10.232 -5.400 6.533 0.768 -0.715 0.419 -0.368
H -11.780 -3.260 4.750 0.111 -0.480 0.349 0.266
H -12.471 -3.288 6.386 0.143 -0.176 -0.252 0.252
H -12.896 -4.522 5.247 -1.111 -0.689 -0.580 0.267
C -10.685 -8.423 7.586 0.323 0.467 -1.536 -0.766
C -11.063 -9.070 8.778 -0.803 -1.009 1.655 0.350
N -11.412 -9.639 9.718 0.126 0.333 -0.152 -0.425
H -10.288 -7.435 7.785 0.494 0.001 0.008 0.295
H -11.566 -8.223 6.976 -0.067 -0.256 -0.053 0.274
H -9.997 -9.082 7.033 -0.111 0.509 0.107 0.266
C -20.669 -9.328 9.469 0.232 -0.042 -0.440 -0.734
C -20.454 -8.396 8.337 -0.407 -2.188 2.478 0.351
N -20.382 -7.580 7.559 0.275 1.443 -1.910 -0.411
H -21.706 -9.228 9.763 -0.145 0.260 0.346 0.256
H -19.978 -9.116 10.293 -0.293 0.158 -0.232 0.263
H -20.561 -10.372 9.186 0.254 0.070 -0.366 0.282
C -17.909 -13.570 6.707 -1.245 0.862 0.440 -0.712
C -19.088 -12.732 7.086 -0.583 0.942 0.175 0.315
N -19.948 -12.036 7.443 1.310 -1.159 -0.621 -0.379
H -17.871 -13.720 5.625 -0.033 -0.069 0.267 0.259
H -18.068 -14.493 7.260 0.491 -0.206 -0.216 0.257
H -17.036 -13.017 7.053 0.129 -0.314 -0.046 0.262
```
Forces are in eV/Å.

Summary:
Kohn-Sham gap ... 10.62 eV
LUMO ... 0.288 eV

This record from the OMol25 dataset describes a structure of composition C18H36GeMnN5Se. The level of theory is ωB97M-V/def2-TZVPD.

Geometry as XYZ:
```
62
Properties=species:S:1:pos:R:3:forces:R:3:nbo_charge:R:1
Mn -0.317 -1.365 -0.708 0.050 0.076 -0.055 1.369
N -2.199 -0.563 -1.359 -0.034 -0.007 0.023 -0.873
C -3.244 -0.761 -0.314 0.012 0.033 0.006 -0.233
C -2.586 -0.765 1.056 0.009 -0.042 -0.013 -0.231
N -1.435 -1.707 1.096 -0.024 -0.012 0.039 -0.516
C -1.874 -3.135 1.164 -0.003 0.009 -0.002 -0.246
C -1.921 -3.821 -0.194 0.012 -0.010 0.012 -0.230
N -0.666 -3.541 -0.933 0.007 0.012 -0.013 -0.872
C -0.509 -1.384 2.218 -0.011 -0.010 -0.025 -0.236
C 0.870 -1.967 1.960 0.008 0.037 -0.013 -0.235
N 1.361 -1.503 0.630 -0.033 -0.067 0.032 -0.882
H -1.966 0.427 -1.425 -0.029 0.004 -0.014 0.416
H -2.552 -0.829 -2.274 -0.005 -0.007 0.004 0.411
H -3.757 -1.699 -0.514 -0.008 -0.007 0.007 0.214
H -3.998 0.026 -0.353 0.002 0.000 -0.009 0.241
H -3.318 -1.009 1.831 0.000 -0.002 0.003 0.232
H -2.196 0.230 1.266 -0.001 0.009 -0.006 0.226
H -2.849 -3.203 1.652 0.002 0.006 0.004 0.239
H -1.171 -3.671 1.802 -0.003 -0.006 -0.003 0.223
H -2.745 -3.458 -0.804 -0.007 -0.001 0.000 0.205
H -2.081 -4.890 -0.047 0.002 -0.001 -0.008 0.240
H -0.747 -3.847 -1.899 0.008 0.008 0.000 0.412
H 0.099 -4.092 -0.548 -0.006 -0.005 0.001 0.396
H -0.906 -1.741 3.172 -0.001 -0.003 0.002 0.236
H -0.432 -0.296 2.280 0.006 0.004 0.005 0.228
H 0.848 -3.056 1.948 -0.003 -0.002 0.004 0.210
H 1.548 -1.668 2.760 0.008 -0.004 -0.002 0.248
H 2.127 -2.091 0.311 0.002 0.007 0.002 0.411
H 1.747 -0.563 0.716 0.009 -0.003 0.011 0.419
N 3.217 -0.277 -7.065 -0.004 0.000 -0.005 -0.204
C 2.670 -0.455 -6.071 -0.003 -0.006 0.026 0.228
C 1.987 -0.671 -4.824 0.009 0.006 -0.025 -0.124
C 2.590 -0.282 -3.629 0.004 0.002 0.011 -0.127
C 1.928 -0.483 -2.427 -0.006 -0.004 -0.045 -0.279
C 0.665 -1.070 -2.416 0.030 0.007 0.054 -0.269
C 0.070 -1.464 -3.612 0.008 -0.008 0.005 -0.267
C 0.728 -1.265 -4.817 -0.020 -0.005 -0.002 -0.134
H 3.571 0.174 -3.647 0.000 0.001 -0.001 0.252
H 2.415 -0.157 -1.515 0.003 -0.002 0.004 0.220
H -0.907 -1.935 -3.635 -0.003 0.001 -0.002 0.205
H 0.271 -1.567 -5.750 0.004 0.001 -0.002 0.254
C 0.036 4.315 3.962 -0.017 0.007 -0.011 -1.084
Ge 0.909 3.258 2.589 0.008 -0.003 -0.010 1.621
C 2.267 4.226 1.590 0.003 -0.005 0.011 -1.093
C 1.640 1.592 3.321 -0.009 0.013 -0.027 -1.097
C -0.476 2.690 1.267 0.013 -0.021 0.004 -1.003
Se 0.312 1.539 -0.111 0.009 0.020 0.005 0.260
C 0.152 2.701 -1.663 -0.016 -0.032 -0.022 -0.752
H 0.765 4.630 4.708 0.001 0.000 0.001 0.257
H -0.742 3.741 4.465 -0.004 0.006 0.007 0.239
H -0.414 5.208 3.530 -0.004 0.004 0.010 0.249
H 3.089 4.507 2.248 -0.002 0.004 0.002 0.258
H 1.854 5.139 1.162 0.004 -0.001 -0.006 0.246
H 2.675 3.609 0.788 0.003 0.011 -0.009 0.231
H 2.438 1.815 4.029 0.005 -0.008 -0.001 0.263
H 2.074 0.981 2.524 0.004 -0.014 0.019 0.200
H 0.877 1.023 3.855 -0.002 -0.010 0.000 0.222
H -0.898 3.545 0.739 0.003 0.004 0.000 0.256
H -1.302 2.160 1.741 -0.001 0.005 0.011 0.222
H 0.763 3.583 -1.489 0.001 0.001 0.000 0.252
H -0.886 2.983 -1.819 0.001 0.003 0.004 0.229
H 0.532 2.151 -2.521 0.006 0.007 -0.001 0.244
```
Forces are in eV/Å.

Summary:
⟨S²⟩ ... 6.179
Total charge ... +2
Kohn-Sham gap (alpha / beta) ... 6.97 / 8.10 eV
Spin multiplicity ... 5
LUMO (alpha / beta) ... -7.385 / -6.393 eV

This record from the OMol25 dataset describes a structure of composition C19H15N5O6Pd in a non-equilibrium geometry. The level of theory is ωB97M-V/def2-TZVPD.

Geometry as XYZ:
```
46
Properties=species:S:1:pos:R:3:forces:R:3:nbo_charge:R:1
Pd 0.326 0.061 0.502 0.271 0.585 -0.054 1.037
O 3.206 0.084 -3.096 0.037 -0.064 -0.091 -0.670
C 3.809 1.229 -2.758 -0.201 0.109 0.318 0.458
C 4.911 1.658 -3.501 -0.022 -0.021 -0.048 -0.308
C 5.568 2.826 -3.174 -0.242 -0.239 0.047 -0.145
C 5.138 3.603 -2.102 -0.032 0.214 0.182 -0.269
C 4.046 3.203 -1.367 0.049 -0.064 -0.076 -0.115
C 3.370 2.016 -1.672 0.181 -0.182 -0.267 -0.284
C 2.266 1.591 -0.831 -1.443 -1.368 0.120 0.630
O 1.618 0.468 -1.047 1.186 0.369 -0.428 -0.725
N 1.892 2.375 0.164 0.391 1.315 0.487 -0.411
N 0.932 1.848 0.895 -1.178 0.579 1.796 -0.142
C 0.347 2.490 1.916 2.516 -0.149 -2.509 -0.033
C -0.631 1.765 2.594 -2.023 -2.011 0.978 0.156
C -1.468 2.309 3.600 1.078 0.049 -1.026 -0.228
C -2.495 1.566 4.101 -0.447 -1.241 -0.202 -0.142
C -2.676 0.249 3.631 0.010 0.877 0.464 -0.256
C -1.799 -0.260 2.700 0.202 -0.279 -0.016 0.072
N -0.798 0.450 2.179 -0.208 1.131 0.669 -0.433
H 2.477 -0.090 -2.459 0.116 0.038 -0.071 0.518
H 5.235 1.053 -4.333 0.021 -0.116 -0.090 0.227
H 6.423 3.135 -3.752 0.116 0.027 -0.099 0.216
H 5.661 4.512 -1.843 0.004 0.047 -0.009 0.217
H 3.680 3.780 -0.532 0.069 0.097 0.046 0.235
H 0.663 3.488 2.181 0.012 0.054 -0.061 0.224
H -1.286 3.325 3.912 -0.034 0.117 0.063 0.230
H -3.167 1.973 4.842 -0.028 0.038 0.067 0.231
H -3.481 -0.363 4.002 -0.059 -0.116 0.044 0.239
H -1.886 -1.290 2.371 0.035 0.138 -0.097 0.232
C -3.444 2.086 -0.276 -0.065 -0.023 -0.033 -0.657
C -3.257 0.617 -0.337 0.280 -0.073 0.026 0.378
N -2.091 0.013 -0.388 -0.185 -0.073 -0.152 -0.513
C -2.338 -1.335 -0.332 -0.562 0.085 -0.033 -0.017
C -3.704 -1.540 -0.254 0.571 -0.162 0.026 -0.006
N -4.258 -0.284 -0.258 -0.104 -0.261 0.004 -0.490
C -4.583 -2.724 -0.047 0.121 0.243 -0.024 0.765
O -4.020 -3.903 -0.091 0.081 -0.346 -0.037 -0.668
O -5.760 -2.547 0.179 -0.061 0.007 -0.059 -0.613
C -1.221 -2.336 -0.237 -0.525 0.122 0.087 0.774
O -1.483 -3.529 -0.412 0.006 -0.159 -0.005 -0.670
O -0.075 -1.891 0.083 0.234 0.157 0.054 -0.711
H -2.464 2.557 -0.310 -0.059 0.044 -0.028 0.244
H -3.947 2.355 0.652 -0.003 0.114 0.032 0.225
H -4.049 2.440 -1.108 -0.012 0.117 -0.061 0.234
H -5.254 -0.121 -0.211 0.070 -0.056 0.053 0.443
H -3.022 -3.873 -0.278 -0.165 0.327 0.012 0.519
```
Forces are in eV/Å.

Summary:
Kohn-Sham gap (alpha / beta) ... 6.78 / 6.78 eV
LUMO (alpha / beta) ... -1.801 / -1.802 eV

This record from the OMol25 dataset describes a cluster of 2 separate species, C10H16 in total in a non-equilibrium geometry. The level of theory is ωB97M-V/def2-TZVPD.

Geometry as XYZ:
```
26
Properties=species:S:1:pos:R:3:forces:R:3:nbo_charge:R:1
C 1.942 2.756 2.146 2.208 -0.190 -3.053 -0.613
C 1.841 1.352 1.574 2.962 -1.384 -2.537 -0.393
C 0.487 0.923 1.224 -1.491 0.644 0.244 -0.036
C -0.198 1.697 0.298 -0.248 0.168 0.335 -0.199
C -1.545 1.427 0.066 1.288 -0.641 1.051 -0.215
C -2.134 0.394 0.784 -2.136 -2.079 -1.077 -0.214
C -1.465 -0.480 1.651 -0.096 1.344 -0.662 -0.206
C -0.184 -0.109 1.876 2.472 -0.591 -0.458 -0.215
H 1.118 3.338 1.805 -0.621 0.596 0.280 0.212
H 2.841 3.094 1.547 -0.811 0.561 1.199 0.211
H 2.183 2.812 3.161 -0.088 0.118 1.598 0.215
H 2.440 1.356 0.463 -1.351 -0.062 2.962 0.186
H 2.425 0.613 2.192 -0.736 0.577 -0.540 0.218
H 0.339 2.521 -0.185 -0.368 -0.345 -0.085 0.206
H -2.033 1.969 -0.694 -0.894 0.408 -0.606 0.215
H -3.103 -0.023 0.437 0.266 0.952 0.322 0.206
H -1.806 -1.417 2.082 -0.547 0.364 -0.261 0.224
H 0.514 -0.808 2.276 0.194 -0.467 1.267 0.198
C 0.133 -2.499 -3.280 0.869 -2.383 -0.501 -0.600
C -1.080 -2.755 -2.413 0.969 -3.157 1.509 -0.615
H -0.031 -2.501 -4.397 -0.038 -0.587 1.167 0.204
H 0.378 -1.520 -3.082 1.533 2.232 0.440 0.197
H 0.989 -3.277 -2.959 -1.731 2.038 -0.965 0.199
H -0.796 -2.648 -1.270 -0.979 0.269 -2.350 0.210
H -1.246 -3.856 -2.545 -0.205 0.577 0.502 0.194
H -2.011 -2.361 -2.755 -0.421 1.036 0.221 0.211
```
Forces are in eV/Å.

Summary:
SMILES ... CCc1ccccc1.CC
Kohn-Sham gap ... 9.70 eV
LUMO ... 0.876 eV

Record-wise molecular weight values, in g/mol: 928.61 529.03 515.78 136.24